{
  "formula": "F4O2P2",
  "method": "ωB97M-V/def2-TZVPD",
  "smiles": "O=P(=O)P(F)(F)(F)F",
  "total_energy_ev": -33545.0475,
  "relative_energy_kcal_mol": 76.09,
  "e_lumo_ev": -2.732,
  "homo_lumo_gap_ev": 8.71,
  "charge": 0,
  "homo_energy_ev": -11.44,
  "symbols": ["P", "F", "F", "O", "F", "F", "P", "O"],
  "positions_angstrom": [[-0.887, -0.068, -0.065], [-0.884, -1.566, 0.683], [-1.965, -0.555, -1.086], [1.369, 0.673, 0.995], [-0.533, 1.460, -0.631], [-1.688, 0.490, 1.113], [1.639, -0.102, -0.186], [2.948, -0.330, -0.822]],
  "forces_ev_per_a": [[1.19, -1.13, 0.05], [0.80, 1.80, -1.08], [1.05, 1.06, 0.08], [-0.33, 1.01, 2.24], [-1.11, -2.20, 0.12], [0.01, 0.54, 0.12], [0.05, -0.75, -1.55], [-1.65, -0.32, 0.02]]
}

{
  "formula": "F6H18O9P",
  "method": "ωB97M-V/def2-TZVPD",
  "total_energy_ev": -44322.6535,
  "relative_energy_kcal_mol": 20.52,
  "e_lumo_ev": 2.775,
  "homo_lumo_gap_ev": 10.97,
  "charge": -1,
  "homo_energy_ev": -8.19,
  "symbols": ["F", "H", "F", "H", "H", "H", "H", "O", "H", "H", "H", "F", "H", "F", "H", "F", "H", "H", "O", "O", "O", "H", "H", "O", "H", "H", "H", "P", "O", "O", "H", "F", "O", "O"],
  "positions_angstrom": [[-0.885, 41.065, -5.775], [-2.121, 44.980, -8.311], [-1.167, 39.447, -7.234], [-2.174, 43.469, -8.232], [-3.571, 45.250, -4.413], [-0.222, 42.493, -4.847], [1.180, 43.594, -9.404], [0.338, 43.224, -4.586], [1.631, 39.612, -6.529], [-2.222, 39.121, -9.062], [-0.140, 36.340, -7.724], [-2.943, 40.096, -5.759], [-4.509, 40.454, -7.743], [-1.151, 41.618, -8.067], [-3.071, 44.550, -5.659], [-2.730, 42.212, -6.633], [-0.307, 43.519, -9.682], [-2.773, 39.323, -3.981], [-2.093, 44.193, -8.854], [0.545, 43.528, -10.118], [-2.273, 38.726, -3.425], [1.226, 42.932, -4.792], [-2.495, 37.853, -3.749], [-0.985, 36.182, -7.302], [0.562, 40.389, -7.268], [-1.440, 37.022, -7.354], [-1.385, 38.123, -9.834], [-2.039, 40.762, -6.941], [-2.274, 38.469, -9.762], [-5.402, 40.131, -7.626], [-5.379, 39.657, -6.795], [-2.998, 40.387, -8.202], [1.511, 40.288, -7.197], [-3.144, 45.414, -5.254]],
  "forces_ev_per_a": [[-0.89, 0.24, -0.59], [0.04, 0.26, 0.10], [-0.77, -0.75, -0.15], [-0.02, -0.42, 0.22], [-0.05, -0.05, 0.19], [-0.17, -0.26, -0.21], [0.11, -0.08, 0.17], [0.13, 0.54, 0.37], [-0.06, -0.11, 0.18], [-0.04, 0.02, -0.17], [0.20, 0.07, -0.07], [-0.07, -0.11, -1.72], [-0.32, -0.04, -0.14], [0.16, -0.94, 0.85], [0.09, -0.36, -0.11], [-0.61, -0.89, 0.00], [-0.56, 0.14, 0.22], [0.04, 0.20, -0.21], [0.01, 0.17, -0.34], [0.46, 0.03, -0.44], [0.09, -0.12, 0.49], [0.15, -0.11, -0.13], [0.00, -0.20, -0.11], [0.00, -0.37, 0.14], [-0.05, 0.11, -0.05], [-0.20, 0.33, -0.07], [0.18, -0.08, -0.12], [2.51, 2.59, 0.63], [0.01, -0.53, -0.33], [-1.03, -0.03, 0.15], [-0.02, -0.08, 0.15], [0.07, 0.41, 1.40], [0.66, 0.06, -0.19], [-0.03, 0.34, -0.12]]
}

{
  "formula": "F6H20O10P",
  "method": "ωB97M-V/def2-TZVPD",
  "total_energy_ev": -46403.0084,
  "relative_energy_kcal_mol": 25.48,
  "e_lumo_ev": 2.437,
  "homo_lumo_gap_ev": 10.37,
  "charge": -1,
  "homo_energy_ev": -7.93,
  "symbols": ["H", "H", "O", "O", "H", "O", "O", "F", "H", "H", "H", "P", "O", "F", "H", "H", "H", "H", "O", "H", "H", "H", "H", "H", "O", "O", "H", "F", "H", "F", "H", "H", "O", "H", "O", "F", "F"],
  "positions_angstrom": [[-0.021, -21.312, -2.451], [-2.466, -27.679, -1.263], [0.272, -21.626, -3.306], [-4.073, -25.536, -3.322], [1.276, -25.381, 0.919], [0.120, -20.864, -0.418], [-5.286, -24.083, 3.296], [-1.972, -22.487, 0.136], [-4.364, -25.844, 1.039], [-5.306, -26.882, 1.612], [-5.264, -23.557, 2.496], [-2.039, -23.992, -0.426], [-1.196, -27.238, 1.740], [-3.035, -23.399, -1.620], [-0.658, -21.422, -0.416], [1.018, -22.193, -3.111], [-3.947, -24.880, -2.637], [0.821, -21.428, -0.093], [-0.544, -24.294, 3.502], [-0.582, -23.880, 2.640], [-1.338, -26.469, 1.188], [-2.060, -21.803, -3.864], [-3.187, -25.753, -3.611], [-2.054, -27.659, 1.792], [-2.477, -21.331, -3.143], [-2.640, -28.588, -1.506], [-1.457, -24.481, 3.720], [-0.942, -24.544, 0.616], [-2.603, -21.994, -2.464], [-2.146, -25.540, -1.033], [-1.798, -28.919, -1.817], [0.861, -24.623, -0.324], [-4.399, -26.754, 1.334], [-6.174, -24.439, 3.325], [1.539, -25.208, 0.015], [-3.289, -24.290, 0.578], [-0.858, -23.648, -1.329]],
  "forces_ev_per_a": [[-0.14, 0.31, 0.42], [-0.05, 0.40, 0.16], [0.29, -0.17, -0.75], [-0.43, -0.18, -0.36], [-0.16, -0.12, 0.22], [0.37, 0.51, -0.27], [0.08, -0.04, 0.21], [-0.31, 0.20, 1.09], [0.24, 0.31, -0.09], [-0.13, -0.12, 0.08], [0.15, 0.18, -0.27], [-2.03, -1.06, 0.03], [0.34, -0.27, 0.18], [-0.45, -1.35, 0.99], [-0.39, -0.16, 0.22], [0.16, -0.13, 0.05], [0.12, 0.21, 0.18], [0.19, -0.15, 0.11], [0.34, 0.16, 0.36], [-0.08, 0.02, -0.28], [-0.03, 0.22, -0.12], [0.32, -0.04, -0.06], [0.20, -0.07, 0.05], [-0.36, -0.03, -0.06], [-0.32, 0.72, -0.19], [-0.19, -0.35, -0.13], [-0.24, -0.16, -0.02], [-0.78, 0.10, 1.34], [-0.11, -0.12, 0.01], [-0.30, 1.39, 0.32], [0.21, -0.05, 0.00], [-0.16, -0.02, -0.07], [-0.01, -0.41, 0.06], [-0.20, -0.10, 0.05], [0.72, -0.02, -0.25], [0.62, 0.11, -0.60], [2.50, 0.26, -2.60]]
}

{
  "formula": "F6H26NO11P",
  "method": "ωB97M-V/def2-TZVPD",
  "total_energy_ev": -50031.6076,
  "e_lumo_ev": -2.189,
  "homo_lumo_gap_ev": 8.54,
  "charge": 0,
  "homo_energy_ev": -10.73,
  "symbols": ["O", "H", "H", "H", "H", "H", "O", "H", "O", "P", "H", "O", "H", "H", "H", "H", "H", "H", "F", "H", "H", "O", "H", "O", "F", "H", "H", "N", "H", "F", "H", "O", "H", "O", "H", "H", "F", "O", "H", "F", "F", "H", "H", "O", "O"],
  "positions_angstrom": [[5.285, 3.790, -1.386], [-1.382, -1.539, 6.594], [2.872, 3.434, -7.014], [-2.863, -4.809, 0.312], [-1.544, -4.156, -0.042], [-0.119, -0.707, 6.532], [2.596, 1.756, 6.015], [-4.103, 3.877, -4.247], [-6.085, 4.310, 3.214], [-0.059, 0.698, -0.774], [-7.630, -3.023, -5.285], [-1.033, -4.816, -5.279], [5.654, 3.208, -0.722], [4.493, 3.342, -1.684], [-4.770, 2.728, -3.523], [2.570, 2.343, -6.009], [3.852, -3.224, 4.002], [2.610, 2.660, 5.700], [1.052, 1.567, 0.076], [5.771, -5.499, -0.660], [2.329, -3.660, 3.368], [0.258, 6.128, 2.898], [-0.586, 6.531, 2.696], [3.217, 2.614, -6.660], [-1.205, -0.137, -1.697], [-1.158, -5.765, -5.271], [-5.447, 3.599, 3.159], [3.135, -3.053, 3.312], [-6.932, 3.884, 3.087], [0.288, 1.500, -2.153], [3.601, -3.104, 2.418], [5.729, -4.604, -0.323], [5.863, -4.052, -1.093], [-0.428, -1.610, 6.603], [3.116, 1.774, 6.818], [2.766, -2.113, 3.284], [1.051, -0.457, -1.136], [-1.930, -4.995, 0.207], [0.479, 5.628, 2.113], [-0.414, -0.220, 0.566], [-0.989, 1.893, -0.383], [-0.982, -4.572, -4.355], [-6.747, -2.436, -4.205], [-4.960, 3.491, -4.069], [-7.223, -2.204, -5.002]],
  "forces_ev_per_a": [[0.19, 0.20, -0.04], [-0.26, -0.02, -0.01], [-0.06, 0.20, -0.09], [-0.23, 0.04, 0.02], [0.10, 0.32, -0.13], [0.10, 0.31, -0.01], [-0.05, -0.36, -0.06], [0.22, 0.09, -0.04], [0.02, 0.22, 0.10], [0.92, -0.92, -1.29], [-0.11, -0.18, -0.12], [0.03, 0.07, -0.20], [0.07, -0.11, 0.15], [-0.30, -0.10, -0.11], [0.06, -0.22, 0.14], [-0.17, -0.12, 0.22], [-0.11, 0.11, 0.72], [-0.08, 0.27, -0.18], [0.87, -1.13, -0.21], [0.01, -0.25, -0.07], [-0.13, -0.68, 0.05], [0.15, 0.05, 0.26], [-0.22, 0.10, -0.03], [0.22, -0.09, -0.10], [0.73, 0.75, 1.68], [-0.04, -0.23, -0.04], [0.22, -0.15, -0.05], [0.08, 0.55, -0.89], [-0.23, -0.06, -0.05], [0.62, -0.31, 0.31], [0.10, -0.68, -0.84], [-0.11, 0.09, 0.38], [0.02, 0.20, -0.22], [0.24, -0.27, -0.04], [0.11, 0.02, 0.23], [-0.10, 0.86, 0.75], [-0.17, 0.56, 0.02], [0.17, -0.28, 0.10], [0.07, -0.19, -0.23], [-0.30, 0.89, -0.70], [-2.51, -0.04, 0.37], [0.01, 0.17, 0.24], [0.17, 0.01, 0.20], [-0.26, 0.12, -0.10], [-0.06, 0.18, -0.09]]
}

{
  "formula": "F6H8N3Na2O16S6",
  "method": "ωB97M-V/def2-TZVPD",
  "total_energy_ev": -127501.9710,
  "e_lumo_ev": [-2.820, -7.311],
  "s2": 0.761,
  "spin_multiplicity": 2,
  "homo_lumo_gap_ev": [8.37, 3.88],
  "charge": 0,
  "homo_energy_ev": [-11.19, -11.19],
  "symbols": ["S", "F", "S", "O", "O", "H", "F", "N", "F", "F", "F", "O", "O", "O", "S", "O", "O", "N", "Na", "S", "H", "H", "O", "H", "H", "H", "O", "O", "O", "O", "O", "S", "H", "F", "O", "Na", "O", "N", "O", "S", "H"],
  "positions_angstrom": [[-2.131, 0.245, -3.159], [3.086, 0.380, -0.348], [1.282, 3.341, 1.228], [-2.554, 1.493, 1.873], [-0.876, -0.122, 3.424], [1.028, -1.754, 1.049], [1.137, -1.257, -1.102], [-1.681, 1.159, -1.862], [2.210, -4.990, 1.485], [-1.189, -0.996, -2.799], [-0.247, 3.601, 1.063], [1.752, 4.544, 0.540], [-2.542, -1.141, 0.433], [3.353, -1.811, -1.464], [2.099, -2.495, -1.221], [1.527, -5.418, -0.792], [1.467, -3.290, -2.272], [1.819, -2.968, 0.262], [-0.485, 0.429, 0.017], [2.760, 1.677, 0.566], [1.418, -1.035, 2.323], [-1.406, 0.395, 2.817], [3.881, -4.673, -0.199], [-3.176, -0.864, 1.093], [-0.316, -0.654, 2.859], [-3.129, 0.736, 1.760], [-3.987, 1.558, -1.019], [-1.532, 0.552, -4.449], [3.689, 2.659, 0.044], [-3.449, -0.426, -3.054], [1.425, 3.084, 2.677], [2.448, -4.508, -0.075], [-2.154, -1.939, 0.793], [-2.143, 3.110, -0.810], [3.080, 1.013, 1.822], [0.489, 2.151, -2.135], [0.825, -0.980, 1.574], [1.275, 1.977, 0.243], [-3.096, 2.928, -2.986], [-2.859, 2.045, -1.838], [-3.098, 2.245, 1.638]],
  "forces_ev_per_a": [[-0.23, -6.53, -3.19], [-1.14, 0.81, -0.93], [-2.88, 4.57, 2.18], [0.36, -0.25, -0.14], [-0.22, -0.29, 0.55], [-0.20, 0.05, 0.51], [-0.74, 0.30, -0.20], [3.56, -4.09, -2.74], [0.21, 0.95, -1.89], [0.44, 0.14, 0.86], [-1.06, -0.61, 0.14], [0.24, -2.46, 1.44], [0.58, 0.30, -0.34], [-1.16, -2.42, 0.81], [-0.81, 5.33, -6.17], [2.12, 3.13, 1.64], [1.65, 1.27, 2.32], [1.78, -2.98, -1.55], [-0.57, -0.46, 1.08], [7.50, -4.55, 0.59], [0.54, 0.43, 0.30], [-0.07, 0.53, 0.13], [-2.29, 1.70, -0.62], [-0.30, -0.28, -0.03], [-0.16, -0.06, -0.03], [-0.32, 0.24, 0.01], [2.37, 0.87, -2.14], [-1.22, 1.16, 2.14], [-1.39, -0.83, 0.65], [2.91, 3.00, -0.24], [0.33, 0.48, -4.02], [-0.22, -8.56, 4.36], [-0.01, -0.38, 0.19], [-0.17, -0.42, -0.28], [-1.11, 1.67, -0.98], [0.21, 0.56, -0.13], [-0.43, 0.22, -0.41], [-0.50, 1.22, 0.73], [0.44, -2.56, 1.44], [-7.96, 8.43, 4.13], [-0.08, 0.39, -0.14]]
}

{
  "formula": "F6InN3O12S6",
  "method": "ωB97M-V/def2-TZVPD",
  "total_energy_ev": -115515.8983,
  "relative_energy_kcal_mol": 64.22,
  "e_lumo_ev": -8.913,
  "homo_lumo_gap_ev": 2.40,
  "charge": 0,
  "homo_energy_ev": -11.32,
  "symbols": ["O", "F", "S", "N", "S", "O", "O", "S", "In", "S", "N", "S", "O", "O", "F", "O", "F", "O", "N", "F", "O", "O", "F", "S", "F", "O", "O", "O"],
  "positions_angstrom": [[20.621, -15.876, 5.104], [24.301, -10.052, 4.829], [17.965, -8.099, 2.385], [18.155, -9.611, 2.440], [23.586, -13.425, 3.320], [17.195, -15.265, 3.839], [19.252, -15.894, 2.630], [18.498, -14.922, 3.361], [20.418, -11.073, 3.373], [24.661, -11.474, 4.188], [19.446, -13.760, 4.145], [19.804, -14.721, 5.372], [23.619, -14.296, 4.475], [25.563, -11.056, 3.130], [18.120, -13.884, 2.187], [18.847, -14.769, 6.434], [22.167, -13.820, 2.681], [25.166, -12.117, 5.370], [23.100, -11.966, 3.694], [16.636, -11.527, 2.402], [15.896, -9.903, 0.930], [15.643, -9.513, 3.344], [19.564, -7.809, 2.419], [16.443, -9.939, 2.247], [20.929, -13.707, 5.937], [17.557, -7.516, 1.139], [24.518, -13.645, 2.252], [17.564, -7.437, 3.599]],
  "forces_ev_per_a": [[-1.53, 0.82, -0.48], [-1.04, -0.64, -0.70], [4.03, 7.55, 0.99], [-3.15, -2.83, -0.92], [-2.65, -5.84, -1.75], [1.41, 0.38, 1.29], [0.16, 0.54, 1.36], [-2.37, 0.87, -6.37], [-0.15, -0.13, -0.17], [3.15, 5.40, 1.78], [-2.12, -2.23, -0.04], [5.22, 0.40, 5.02], [0.39, 1.21, -0.84], [-1.94, -1.53, 0.96], [0.35, -0.15, 0.71], [-0.23, 0.06, -1.32], [0.29, 0.23, -0.14], [-0.88, -0.69, -1.67], [2.75, 0.94, 1.26], [0.33, 0.98, 0.60], [1.18, 0.98, 0.44], [1.04, 0.08, -0.26], [-0.35, -0.23, -0.20], [-2.01, -4.80, -0.38], [-0.76, -0.15, -0.24], [-0.27, -1.13, 0.69], [-0.57, 0.92, 1.21], [-0.28, -1.04, -0.84]]
}

{
  "formula": "F8N4O16S8Sn",
  "method": "ωB97M-V/def2-TZVPD",
  "total_energy_ev": -152965.2051,
  "relative_energy_kcal_mol": 92.05,
  "e_lumo_ev": 0.650,
  "homo_lumo_gap_ev": 6.33,
  "charge": -2,
  "homo_energy_ev": -5.68,
  "symbols": ["O", "O", "O", "S", "N", "F", "N", "S", "O", "O", "S", "O", "S", "Sn", "S", "S", "O", "F", "O", "S", "O", "F", "O", "F", "N", "S", "F", "O", "N", "F", "O", "O", "O", "F", "O", "O", "F"],
  "positions_angstrom": [[-3.625, 2.685, -0.789], [0.878, 3.532, 0.246], [3.662, -3.781, -1.672], [-0.634, -0.462, 4.132], [-1.961, 1.178, -1.808], [0.746, -3.732, 1.533], [1.374, 1.160, -0.519], [1.945, -4.121, 0.441], [1.453, -4.792, -2.386], [-3.628, 2.349, -3.639], [2.178, 1.642, -1.984], [0.113, 0.679, 4.630], [-2.253, 2.485, -1.281], [-0.726, -0.937, -0.132], [2.172, -3.700, -1.713], [1.693, 2.330, 0.267], [-1.239, 1.650, -4.425], [-3.651, 0.605, 2.338], [3.586, 1.340, -2.014], [-2.478, 0.680, 3.398], [3.065, 2.493, 0.718], [-1.449, 2.105, 0.085], [-2.100, 2.080, 3.418], [0.487, -1.457, 3.531], [1.489, -2.859, -0.662], [-2.350, 1.577, -3.469], [-2.777, 0.056, -3.772], [1.772, 2.930, -2.531], [-1.524, -0.293, 2.675], [1.621, 0.494, -2.959], [3.178, -3.863, 1.194], [1.531, -5.566, 0.319], [-3.144, 0.217, 4.634], [1.089, 1.589, 1.571], [-1.463, 3.590, -1.819], [-1.084, -1.358, 5.189], [2.054, -2.524, -2.748]],
  "forces_ev_per_a": [[2.51, 0.01, -1.22], [1.23, -1.47, -1.16], [-3.34, -0.79, 1.14], [4.98, -3.59, 3.30], [0.79, -6.36, -7.16], [0.72, 0.64, -0.91], [-0.38, -5.15, -8.63], [-1.20, -2.81, 8.30], [0.98, 1.74, 1.79], [4.14, -1.99, 0.63], [1.27, -0.46, -2.97], [-1.45, -0.88, -1.72], [-1.57, 9.37, 8.07], [1.02, 2.02, 0.42], [4.42, -0.88, -10.61], [0.52, 7.75, 10.88], [-1.92, 0.98, 2.55], [-0.06, -0.13, -0.44], [-1.32, 0.21, 0.76], [-6.31, 5.55, 1.54], [-0.74, -0.01, -1.75], [-0.29, 0.13, 0.69], [-0.14, -1.92, -0.39], [-0.30, 0.88, -0.99], [-0.86, -2.01, 4.95], [-1.26, -2.05, -3.46], [-0.47, 0.16, 0.25], [-0.01, -2.37, 1.28], [2.61, -1.56, 1.92], [-0.64, 0.66, 0.88], [-2.44, -0.06, -2.11], [1.44, 4.09, -1.13], [1.54, 0.29, -2.36], [-0.53, -0.15, 0.80], [-1.84, -1.56, 0.14], [-0.70, 1.06, -1.86], [-0.42, 0.65, -1.40]]
}

{
  "formula": "FFeNO2S2",
  "method": "ωB97M-V/def2-TZVPD",
  "total_energy_ev": -64358.5735,
  "relative_energy_kcal_mol": 0.00,
  "e_lumo_ev": [-1.234, -1.446],
  "s2": 6.011,
  "spin_multiplicity": 5,
  "homo_lumo_gap_ev": [8.21, 8.10],
  "charge": 0,
  "homo_energy_ev": [-9.44, -9.55],
  "symbols": ["O", "O", "S", "N", "Fe", "S", "F"],
  "positions_angstrom": [[0.380, -0.803, 0.952], [-1.538, -1.043, 2.576], [-1.015, -0.467, 1.354], [-1.813, 0.505, 0.517], [0.996, -0.067, -0.818], [-1.115, 1.164, -0.919], [2.325, -0.867, -1.649]],
  "forces_ev_per_a": [[-1.01, -0.05, 0.81], [0.68, 0.55, -1.28], [-0.61, 0.06, 0.54], [0.56, -0.73, 0.59], [-0.57, 0.54, -0.52], [0.70, -0.36, 0.04], [0.25, -0.01, -0.18]]
}

Question: Which value of charge does entry 7 give?
Answer: -2